# 1
14
Properties=species:S:1:pos:R:3:mulliken_charge:R:1 method="wB97M-V/def2-TZVPD" total_charge=+1 homo_ha=-0.5262 relative_energy_kj_mol=714.57
C 0.434 -0.233 0.341 0.4667
C -0.491 -0.844 -0.581 -0.2500
C 1.637 0.719 0.490 -0.5131
C 0.871 0.329 1.701 -0.4755
C -2.271 0.453 -1.592 -0.4064
N 0.421 -1.685 -0.202 -0.1409
H 2.579 0.190 0.423 0.2505
H 1.662 1.759 0.176 0.2750
H 0.200 0.977 2.193 0.2768
H 1.238 -0.536 2.177 0.2823
H -2.902 -0.190 -2.158 0.3168
H -2.676 0.735 -0.617 0.3191
H -1.447 0.950 -2.097 0.3383
H 0.745 -2.626 -0.253 0.2605

=====

# 2
14
Properties=species:S:1:pos:R:3:mulliken_charge:R:1 method="wB97M-V/def2-TZVPD" total_charge=+1 homo_ha=-0.5370 smiles="C=C1C=[NH+]CC1" relative_energy_kj_mol=128.39
C -2.184 0.239 0.088 -0.8713
C -0.860 0.229 -0.050 0.7104
C 0.021 1.337 -0.019 -0.2618
N 1.263 0.976 -0.059 0.0055
C 1.475 -0.429 0.102 -0.5885
C 0.031 -0.961 -0.103 -0.5139
H -2.938 -0.633 0.004 0.2647
H -2.686 1.144 0.218 0.3046
H -0.200 2.427 0.126 0.3834
H 2.070 1.570 -0.029 0.2416
H 1.758 -0.687 1.036 0.3075
H 2.203 -0.796 -0.575 0.3614
H -0.129 -1.790 0.575 0.3738
H 0.103 -1.577 -1.002 0.2825

=====

# 3
14
Properties=species:S:1:pos:R:3:mulliken_charge:R:1 method="wB97M-V/def2-TZVPD" total_charge=+1 homo_ha=-0.5698 relative_energy_kj_mol=583.88
C -1.268 0.100 0.579 -0.1375
C -0.032 0.406 0.346 0.1800
C -3.617 0.077 -0.434 -0.1166
C 1.976 -0.822 -0.144 -1.2211
C 1.357 0.525 0.054 -0.0539
N -2.802 -0.612 0.226 -0.1700
H -1.124 -0.077 1.615 0.2969
H -3.454 1.067 -0.769 0.2785
H -4.543 -0.410 -0.733 0.2814
H 3.004 -0.805 -0.202 0.3810
H 1.648 -1.278 -1.075 0.3577
H 1.711 -1.626 0.563 0.3805
H 1.402 1.175 -0.936 0.2633
H 1.799 0.936 0.889 0.2797

=====

# 4
14
Properties=species:S:1:pos:R:3:mulliken_charge:R:1 method="wB97M-V/def2-TZVPD" total_charge=+1 homo_ha=-0.5548 relative_energy_kj_mol=642.88
C 0.625 -0.402 0.194 0.3646
C 1.608 -0.665 -0.830 -0.3844
C -0.493 -0.591 0.936 0.1934
C -0.995 -1.417 2.073 -1.1082
C 0.405 1.248 -2.023 -0.7521
N 0.994 0.671 -0.818 0.0119
H -1.363 0.032 0.643 0.3119
H -0.622 -2.384 2.327 0.3727
H -1.977 -1.563 1.872 0.3503
H -0.749 -0.811 3.013 0.3146
H 0.559 2.378 -1.914 0.3172
H 0.937 0.953 -2.886 0.3514
H -0.653 1.224 -2.107 0.2970
H 1.725 1.329 -0.480 0.3596

=====

# 5
14
Properties=species:S:1:pos:R:3:mulliken_charge:R:1 method="wB97M-V/def2-TZVPD" total_charge=+1 homo_ha=-0.5581 smiles="C1=CC1[NH+]1CC1" relative_energy_kj_mol=424.17
C -2.339 -0.553 0.308 -0.4999
C -2.202 0.704 -0.037 -0.2267
C -1.136 -0.266 -0.526 -0.2697
N 0.268 -0.196 0.327 0.0143
C 1.590 -0.638 -0.118 -0.3123
C 1.270 0.823 0.113 -0.3467
H -2.860 -1.321 0.734 0.4321
H -2.430 1.708 -0.087 0.4534
H -1.123 -0.583 -1.605 0.3672
H 0.181 -0.444 1.327 0.3629
H 1.556 -1.176 -1.142 0.2119
H 2.115 -1.274 0.519 0.2827
H 1.550 1.386 0.929 0.2724
H 1.029 1.448 -0.667 0.2585

=====

# 6
14
Properties=species:S:1:pos:R:3:mulliken_charge:R:1 method="wB97M-V/def2-TZVPD" total_charge=+1 homo_ha="-0.5704 / -0.5704" relative_energy_kj_mol=552.53
C -1.941 -0.650 -0.044 0.1309
C -0.096 1.523 0.044 -0.5278
C -0.531 -0.884 -0.261 -0.6937
C 0.436 0.329 0.056 0.5764
C 1.914 -0.020 0.200 -1.2711
N -2.381 0.472 0.244 -0.3732
H -2.554 -1.571 -0.476 0.3610
H 0.140 2.489 0.291 0.4623
H -0.183 -1.706 0.300 0.4502
H -0.254 -1.308 -1.301 0.3952
H -1.395 1.323 0.203 0.3737
H 2.048 -1.000 0.014 0.4007
H 2.220 0.403 1.192 0.3437
H 2.575 0.600 -0.462 0.3717